[1]
The following is a DFT calculation (ωB97M-V/def2-TZVPD) of an isolated molecule of C23H23FN4.

Calculated values
LUMO level = 0.713 eV
molecular weight = 374.46 g/mol
orbital gap = 8.59 eV
structure (SMILES) = Fc1ccccc1[C@H]1c2[nH]c3ccccc3c2CCN1CCCn1cccn1
energy = -32902.4503 eV

Each line ends with the Löwdin charge.
Cartesian coordinates (Å):
F: -0.363 -2.760 2.179  0.060
C: -0.594 -2.447 0.881  -0.228
C: -1.248 -3.374 0.090  -0.003
C: -1.480 -3.074 -1.240  -0.075
C: -1.054 -1.861 -1.760  -0.093
C: -0.405 -0.946 -0.951  -0.023
C: -0.169 -1.220 0.392  -0.128
C: 0.564 -0.211 1.250  -0.188
C: 1.895 0.038 0.618  -0.163
N: 2.793 -0.952 0.308  0.153
C: 3.879 -0.380 -0.296  -0.197
C: 5.043 -0.956 -0.786  -0.026
C: 5.981 -0.119 -1.352  -0.102
C: 5.772 1.260 -1.430  -0.105
C: 4.621 1.839 -0.947  -0.028
C: 3.653 1.018 -0.369  -0.114
C: 2.377 1.249 0.221  -0.123
C: 1.597 2.491 0.476  -0.107
C: 0.629 2.195 1.624  -0.173
N: -0.197 1.035 1.320  -0.119
C: -1.370 0.916 2.173  -0.175
C: -2.628 0.542 1.383  -0.141
C: -2.874 1.539 0.249  -0.135
N: -4.024 1.179 -0.531  -0.178
C: -4.137 0.154 -1.399  -0.076
C: -5.431 0.168 -1.868  -0.075
C: -6.027 1.252 -1.210  -0.172
N: -5.165 1.846 -0.407  0.067
H: -1.564 -4.311 0.522  0.119
H: -1.990 -3.787 -1.868  0.107
H: -1.223 -1.633 -2.801  0.108
H: -0.069 -0.001 -1.347  0.129
H: 0.713 -0.641 2.262  0.158
H: 2.673 -1.932 0.498  0.166
H: 5.205 -2.022 -0.725  0.106
H: 6.898 -0.535 -1.744  0.097
H: 6.534 1.879 -1.882  0.096
H: 4.465 2.906 -1.011  0.108
H: 2.253 3.320 0.747  0.119
H: 1.033 2.782 -0.415  0.120
H: -0.036 3.049 1.765  0.119
H: 1.209 2.048 2.552  0.136
H: -1.215 0.172 2.969  0.125
H: -1.551 1.879 2.658  0.119
H: -2.529 -0.459 0.963  0.097
H: -3.482 0.541 2.062  0.122
H: -1.987 1.573 -0.389  0.117
H: -3.065 2.534 0.656  0.127
H: -3.311 -0.493 -1.616  0.095
H: -5.879 -0.496 -2.577  0.083
H: -7.032 1.616 -1.292  0.092

Atoms 1-2, force components in eV/Å:
-0.049 0.042 -0.096
0.088 0.163 -0.180

---

[2]
The following is a DFT calculation (ωB97M-V/def2-TZVPD) of a cluster of 3 separate species, C23H23IO6 in total.

Calculated values
LUMO level = -1.127 eV
molecular weight = 522.34 g/mol
orbital gap = 8.33 eV
structure (SMILES) = C#Cc1cccc2c1C(=O)C=C(CCCI)C2=O.O=C1CCCO1.O=C1CCCO1
energy = -44608.1207 eV

Each line ends with the Löwdin charge.
Cartesian coordinates (Å):
C: -6.393 2.934 5.538  0.156
C: -5.764 2.006 5.117  -0.076
C: -4.738 1.073 4.755  -0.168
C: -4.565 -0.071 5.533  -0.006
C: -3.547 -0.952 5.233  -0.050
C: -2.695 -0.719 4.174  0.001
C: -2.863 0.407 3.396  -0.084
C: -3.886 1.309 3.678  -0.037
C: -4.007 2.502 2.790  -0.312
O: -5.055 3.039 2.524  0.133
C: -2.729 2.976 2.198  0.085
C: -1.745 2.116 1.925  -0.123
C: -0.455 2.526 1.277  -0.170
C: -0.600 2.920 -0.200  -0.288
C: -1.095 4.333 -0.472  -0.638
I: 0.030 5.861 0.518  0.777
C: -1.967 0.684 2.246  -0.277
O: -1.455 -0.195 1.587  0.119
H: -6.969 3.744 5.902  0.034
H: -5.226 -0.252 6.363  0.121
H: -3.428 -1.824 5.859  0.111
H: -1.898 -1.416 3.963  0.123
H: -2.661 4.029 1.970  0.122
H: 0.035 3.294 1.869  0.071
H: 0.210 1.663 1.301  0.108
H: -1.335 2.246 -0.640  0.121
H: 0.353 2.780 -0.698  0.103
H: -2.140 4.467 -0.223  0.034
H: -0.990 4.547 -1.529  0.038
O: 2.622 0.280 -3.325  0.115
C: 1.926 -0.320 -2.557  -0.487
C: 1.825 -1.823 -2.387  -0.084
C: 0.531 -1.985 -1.593  -0.137
C: 0.474 -0.676 -0.815  -0.157
O: 1.112 0.296 -1.673  0.017
H: 2.697 -2.167 -1.829  0.127
H: 1.789 -2.316 -3.353  0.122
H: 0.507 -2.864 -0.952  0.120
H: -0.316 -2.045 -2.278  0.120
H: 1.033 -0.725 0.122  0.128
H: -0.534 -0.349 -0.601  0.099
O: 4.720 -5.964 -4.156  0.125
C: 4.923 -4.793 -4.273  -0.489
C: 5.687 -4.087 -5.378  -0.074
C: 5.950 -2.707 -4.777  -0.147
C: 4.762 -2.544 -3.837  -0.168
O: 4.451 -3.878 -3.391  0.014
H: 5.046 -4.037 -6.259  0.131
H: 6.596 -4.631 -5.617  0.124
H: 6.024 -1.906 -5.509  0.117
H: 6.876 -2.727 -4.202  0.118
H: 3.887 -2.135 -4.342  0.113
H: 4.987 -1.926 -2.972  0.127

Atoms 1-2, force components in eV/Å:
-0.259 -0.125 0.040
0.515 0.396 0.154